Record 1
Density functional theory data (ωB97M-V with the def2-TZVPD basis set) for a cluster of 2 separate species, C4H12 in total at a distorted geometry.

```
16
Properties=species:S:1:pos:R:3:mulliken_charge:R:1
C 0.146 2.300 -0.077 -0.79
C -1.180 2.163 0.640 -0.83
H 0.158 1.791 -1.075 0.23
H 0.420 3.324 -0.482 0.31
H 0.985 1.985 0.517 0.26
H -1.012 1.618 1.587 0.25
H -1.755 3.072 0.834 0.30
H -1.817 1.407 0.195 0.27
C 0.057 -2.824 -0.273 -0.82
C 0.970 -1.609 -0.310 -0.78
H -0.496 -2.663 -1.237 0.21
H 0.406 -3.840 -0.155 0.30
H -0.731 -2.742 0.470 0.28
H 1.138 -1.216 -1.280 0.36
H 2.016 -1.772 0.017 0.33
H 0.695 -0.994 0.630 0.14
```

Computed properties:
- ΔE to the lowest compared entry with this formula, charge and spin: 110.2 kJ/mol
- Frontier orbital gap: 12.32 eV
- SMILES: CC.CC
- Lowest unoccupied orbital energy: 1.11 eV
- Charge: 0
- Highest occupied orbital energy: -11.2 eV



Record 2
Density functional theory data (ωB97M-V with the def2-TZVPD basis set) for the molecule C4H5NOS2 at a distorted geometry.

```
13
Properties=species:S:1:pos:R:3:mulliken_charge:R:1
C 1.292 -0.182 -3.015 -0.80
C 0.570 -0.396 -1.882 -0.06
C 0.456 0.629 -0.792 0.36
S 0.971 2.150 -0.967 -0.28
O -0.051 0.071 0.281 -0.32
C 0.260 -1.187 0.847 -0.04
N -0.405 -1.731 1.768 -0.39
S -1.846 -0.701 2.193 -0.12
H 1.865 0.721 -3.255 0.26
H 1.234 -0.907 -3.766 0.27
H 0.044 -1.305 -1.566 0.37
H 1.038 -1.741 0.439 0.58
H -2.405 -1.589 2.967 0.16
```

Computed properties:
- ΔE to the lowest compared entry with this formula, charge and spin: 272.7 kJ/mol
- Frontier orbital gap: 8.34 eV
- SMILES: C=CC(=S)O/C=N\S
- Lowest unoccupied orbital energy: -0.79 eV
- Charge: 0
- Highest occupied orbital energy: -9.1 eV